# 1
ORCA calculation (ωB97M-V/def2-TZVPD) on an isolated ion of composition C18H24NO2 and charge +1.

Each line ends with the Löwdin charge.
Geometry (Å):
C: -2.40441 4.47160 -0.68055  -0.05
C: -2.87019 3.13120 -0.13948  -0.16
N: -1.84982 2.04614 -0.24746  -0.09
C: -1.36202 1.84292 -1.64116  -0.07
C: -0.66720 0.51389 -1.77957  -0.23
C: 0.70446 0.44037 -1.98169  -0.03
C: 1.32538 -0.79016 -2.11177  -0.06
C: 0.58238 -1.95490 -2.02901  -0.06
C: -0.78601 -1.88975 -1.82299  -0.06
C: -1.40963 -0.66087 -1.70044  -0.05
C: -0.74472 2.20228 0.73168  -0.04
C: -0.98756 1.31940 1.96845  -0.30
O: -2.37410 1.33819 2.23422  -0.01
C: -0.49350 -0.11922 1.72246  -0.15
O: 0.84337 -0.02685 1.30936  -0.06
C: 1.55502 -1.19291 1.10563  -0.27
C: 2.89101 -1.02091 0.75587  -0.02
C: 3.68796 -2.12103 0.51159  -0.07
C: 3.16204 -3.39964 0.61182  -0.08
C: 1.83567 -3.56618 0.96155  -0.08
C: 1.02452 -2.46899 1.20903  -0.03
H: -2.26640 4.44845 -1.75761  0.08
H: -3.16983 5.21155 -0.46336  0.10
H: -1.48224 4.80840 -0.21532  0.08
H: -3.75676 2.80695 -0.68851  0.14
H: -3.13334 3.21181 0.91648  0.13
H: -2.33529 1.18489 0.03526  0.16
H: -2.22902 1.88100 -2.30585  0.15
H: -0.68445 2.65900 -1.89384  0.14
H: 1.28872 1.34596 -2.05592  0.12
H: 2.38954 -0.83914 -2.27660  0.12
H: 1.06822 -2.91225 -2.12725  0.12
H: -1.36914 -2.79561 -1.76477  0.12
H: -2.48287 -0.61689 -1.56490  0.12
H: -0.67719 3.24824 1.02586  0.14
H: 0.20119 1.88932 0.28661  0.13
H: -0.41183 1.74186 2.80144  0.17
H: -2.55300 0.94135 3.09331  0.12
H: -0.58402 -0.69792 2.65163  0.15
H: -1.10976 -0.60560 0.94930  0.12
H: 3.28339 -0.01860 0.68941  0.12
H: 4.72422 -1.98037 0.24591  0.11
H: 3.78536 -4.25933 0.42375  0.11
H: 1.41822 -4.55767 1.04797  0.11
H: -0.00725 -2.62943 1.47993  0.11

Values from the calculation:
orbital gap	8.94	eV
2S+1	1
SMILES	CC[N@@H+](Cc1ccccc1)C[C@@H](O)COc1ccccc1
relative energy (zero: lowest compared OMol25 entry of this formula, charge and spin)	0.426	eV
charge	+1

=====

# 2
ORCA calculation (ωB97M-V/def2-TZVPD) on an isolated molecule of C18H24NO2P.

Each line ends with the Löwdin charge.
Geometry (Å):
C: -1.32334 1.44644 -2.32564  -0.08
N: -0.09529 2.13107 -1.96768  -0.31
C: -0.37095 3.47388 -1.49682  -0.10
C: 0.87418 2.14131 -3.05382  -0.18
C: 1.53012 0.78299 -3.34819  -0.19
O: 2.54686 0.42116 -2.43567  -0.14
C: 2.19975 -0.55185 -1.47657  -0.25
C: 1.35585 0.00389 -0.32942  -0.20
P: 0.04757 -1.20065 0.15897  0.74
O: -0.44160 -2.03037 -0.95135  -0.33
C: -1.26129 -0.17858 0.91167  -0.28
C: -1.02452 1.03153 1.54895  -0.10
C: -2.08429 1.75110 2.07213  -0.09
C: -3.37824 1.26713 1.96334  -0.08
C: -3.61621 0.05961 1.32733  -0.08
C: -2.55805 -0.66077 0.80340  -0.08
C: 0.73693 -2.18841 1.52609  -0.26
C: 0.90111 -3.54919 1.31507  -0.07
C: 1.43308 -4.34609 2.31320  -0.08
C: 1.79786 -3.78113 3.52398  -0.09
C: 1.62844 -2.42175 3.73808  -0.08
C: 1.09873 -1.62327 2.74155  -0.08
H: -1.79749 1.87970 -3.21938  0.09
H: -1.12241 0.39295 -2.50726  0.08
H: -2.02096 1.51308 -1.49176  0.08
H: -1.05506 3.41582 -0.65059  0.07
H: -0.82405 4.11142 -2.27097  0.09
H: 0.55678 3.93778 -1.16366  0.09
H: 0.41250 2.50361 -3.98971  0.12
H: 1.67618 2.83144 -2.78072  0.12
H: 0.77750 -0.00912 -3.41167  0.12
H: 2.02389 0.86854 -4.32384  0.12
H: 1.65061 -1.37205 -1.96149  0.11
H: 3.15184 -0.94514 -1.11055  0.13
H: 0.82492 0.89201 -0.69991  0.07
H: 1.97200 0.28575 0.52335  0.09
H: -0.01993 1.41974 1.62486  0.10
H: -1.90194 2.69578 2.56449  0.10
H: -4.20166 1.83491 2.37152  0.10
H: -4.62506 -0.31608 1.23853  0.10
H: -2.71905 -1.59734 0.28912  0.11
H: 0.60251 -3.96371 0.36307  0.10
H: 1.56260 -5.40586 2.14917  0.10
H: 2.21275 -4.40047 4.30575  0.10
H: 1.90976 -1.98590 4.68589  0.10
H: 0.95710 -0.56494 2.90714  0.10

Values from the calculation:
orbital gap	9.35	eV
2S+1	1
SMILES	CN(C)CCOCCP(=O)(c1ccccc1)c1ccccc1
relative energy (zero: lowest compared OMol25 entry of this formula, charge and spin)	0.000	eV

=====

# 3
ORCA calculation (ωB97M-V/def2-TZVPD) on C18H24NPt as an isolated structure.

Each line ends with the Löwdin charge.
Geometry (Å):
Pt: 0.28038 -0.37493 -0.04281  1.28
C: 1.05353 -0.86172 -2.23369  -0.26
C: 1.72183 -1.52418 -1.18953  -0.41
C: 0.79188 -2.43371 -0.61577  -0.33
C: -0.47727 -2.32480 -1.34999  -0.26
C: -0.32607 -1.37016 -2.30619  -0.24
C: -1.34438 -0.91112 -3.29694  0.00
C: -1.66662 -3.20248 -1.16153  -0.01
C: 1.15658 -3.48840 0.37509  0.00
C: 3.18070 -1.44087 -0.83895  -0.03
C: 1.69399 0.03928 -3.21643  0.00
H: -1.41851 0.17738 -3.30901  0.09
H: -2.32841 -1.31718 -3.08137  0.08
H: -1.05836 -1.22588 -4.30595  0.11
H: -1.54163 -4.11352 -1.75219  0.11
H: -2.58382 -2.71915 -1.48995  0.08
H: -1.78665 -3.49647 -0.11942  0.09
H: 1.26465 -3.07449 1.37912  0.10
H: 2.10829 -3.94387 0.09733  0.10
H: 0.39717 -4.26990 0.41049  0.09
H: 3.76009 -2.17222 -1.41272  0.10
H: 3.33797 -1.64939 0.21630  0.08
H: 3.58716 -0.45656 -1.05599  0.08
H: 2.11249 -0.57238 -4.02337  0.12
H: 2.51139 0.60779 -2.77449  0.09
H: 0.97674 0.73202 -3.65745  0.09
C: -0.18656 3.07894 -0.28300  -0.06
C: -0.57655 3.03854 1.15191  -0.18
C: -0.92241 4.20226 1.80077  -0.03
C: -1.32047 4.19379 3.13508  -0.01
C: -1.39217 3.01151 3.85892  -0.03
C: -1.05704 1.81382 3.27317  -0.19
C: -1.13247 0.52792 4.03773  -0.04
C: -0.62603 1.78942 1.89458  -0.31
N: -0.30099 0.59568 1.40070  -0.15
H: -0.25199 4.09405 -0.67123  0.09
H: -0.84257 2.44449 -0.86912  0.07
H: 0.83228 2.72390 -0.41553  0.07
H: -0.88501 5.13842 1.25902  0.12
H: -1.58180 5.12990 3.61462  0.12
H: -1.71200 3.03149 4.89393  0.12
H: -1.45988 0.70180 5.06138  0.08
H: -0.16038 0.03341 4.05436  0.09
H: -1.82711 -0.16240 3.55810  0.09

Values from the calculation:
orbital gap (alpha / beta)	6.26 / 6.01	eV
2S+1	1
charge	+1

=====

The records above give, respectively, energy values of -905.30081 -1246.89570 -874.05941 hartree.
The records above give, respectively, largest force on an atom values of 1.0 1.8 2.6 eV/Å.